No. 1
10
Properties=species:S:1:pos:R:3:nbo_charge:R:1 method="wB97M-V/def2-TZVPD" homo_lumo_gap_ha="0.300 / 0.266" charge=0 spin_multiplicity=1 lumo_ev="-1.42 / -1.32"
C -0.397 -1.047 -0.072 -0.0325
C 0.944 -0.930 -0.484 -0.3189
C 0.121 1.091 0.580 -0.3538
N -0.814 0.037 0.525 -0.1281
F -1.972 0.674 -0.934 -0.5466
S 1.651 0.614 -0.450 0.3601
H -0.990 -1.959 -0.073 0.2330
H 1.401 -1.838 -0.890 0.2460
H -0.455 2.060 0.267 0.3031
H 0.511 1.299 1.531 0.2378

***

No. 2
105
Properties=species:S:1:pos:R:3:lowdin_charge:R:1 method="wB97M-V/def2-TZVPD" homo_lumo_gap_ha="0.196 / 0.222" s_squared=2.009 charge=+1 spin_multiplicity=3 lumo_ev="-4.61 / -4.61"
N -4.881 -1.491 7.482 0.1593
C -4.532 -1.588 6.135 -0.3535
N -3.397 -2.069 5.533 0.0301
C -2.285 -2.552 6.379 -0.0674
C -2.643 -3.963 6.986 -0.0345
C -2.420 -5.145 5.957 -0.3604
F -3.619 -5.174 5.214 0.0718
F -1.440 -4.864 5.026 0.0787
C -2.310 -6.567 6.623 -0.3913
F -2.744 -7.485 5.689 0.1035
F -3.237 -6.624 7.638 0.1152
S -0.611 -7.107 7.181 0.9047
F -1.132 -7.052 8.750 -0.1661
F -0.063 -5.584 7.378 -0.1510
F -0.052 -7.241 5.670 -0.1258
F -1.150 -8.662 7.157 -0.1454
F 0.824 -7.647 7.706 -0.1246
C -3.423 -2.045 4.124 -0.1051
C -2.387 -2.521 3.073 -0.0234
C -0.909 -2.087 3.358 -0.3434
O -0.570 -1.174 4.063 0.1231
C 0.201 -2.910 2.601 -0.1368
C 0.474 -2.469 1.230 -0.0222
C 1.446 -3.141 0.357 -0.0545
C 2.143 -4.295 0.920 -0.0671
C 1.892 -4.720 2.303 -0.0582
C 0.917 -4.045 3.176 -0.0222
C -4.729 -1.471 3.844 -0.3766
P -5.604 -1.055 2.237 0.6077
O -4.747 -1.716 0.949 -0.3458
Cl -7.477 -2.054 2.213 0.1274
N -5.357 -1.223 5.094 -0.4229
I -7.260 -0.463 5.483 1.0179
H -4.090 -1.630 8.111 0.1042
H -5.399 -0.639 7.699 0.0699
H -1.291 -2.560 5.877 0.1299
H -2.216 -1.838 7.251 0.1430
H -3.707 -3.981 7.347 0.1363
H -2.003 -4.104 7.903 0.1400
H -2.489 -3.636 2.970 0.1383
H -2.667 -2.076 2.076 0.1225
H -0.056 -1.588 0.787 0.1152
H 1.579 -2.760 -0.684 0.1029
H 2.866 -4.844 0.266 0.1051
H 2.472 -5.618 2.640 0.1032
H 0.728 -4.394 4.212 0.0910
H -4.378 -2.591 1.181 0.0505
C 3.026 2.883 -2.592 -0.0369
C 2.866 2.385 -1.136 -0.4803
C 3.874 3.109 -0.227 -0.1330
C 5.309 2.617 -0.399 -0.1773
C 5.385 1.100 -0.256 -0.1344
C 4.401 0.356 -1.173 -0.4879
N 3.013 0.899 -1.087 -0.0567
O 2.484 0.474 0.055 -0.0365
C 4.905 0.416 -2.631 -0.0384
C 4.458 -1.146 -0.835 -0.0509
C 1.446 2.841 -0.746 -0.0459
H 2.630 2.158 -3.308 0.0872
H 2.482 3.814 -2.761 0.0770
H 4.059 3.104 -2.860 0.0667
H 3.588 2.977 0.823 0.1235
H 3.840 4.186 -0.418 0.1281
H 5.710 2.928 -1.368 0.1037
H 5.946 3.085 0.356 0.1150
H 6.408 0.770 -0.460 0.1258
H 5.186 0.840 0.790 0.1245
H 4.170 -0.013 -3.318 0.0924
H 5.829 -0.154 -2.746 0.0870
H 5.140 1.421 -2.976 0.0596
H 4.233 -1.351 0.213 0.0755
H 5.458 -1.546 -1.018 0.0874
H 3.759 -1.714 -1.455 0.0780
H 0.691 2.350 -1.365 0.0876
H 1.338 3.918 -0.882 0.0872
H 1.212 2.642 0.302 0.0738
C -0.007 4.421 -8.271 -0.0381
C 0.418 4.021 -6.837 -0.4820
C -0.140 2.627 -6.502 -0.1351
C -1.640 2.624 -6.223 -0.1798
C -1.998 3.662 -5.165 -0.1370
C -1.470 5.069 -5.492 -0.4892
N -0.026 5.067 -5.866 -0.0576
O 0.678 4.909 -4.754 -0.0289
C -2.313 5.686 -6.629 -0.0398
C -1.759 5.991 -4.291 -0.0456
C 1.954 3.923 -6.921 -0.0435
H 0.026 5.505 -8.409 0.0923
H 0.663 3.993 -9.020 0.0829
H -1.002 4.068 -8.540 0.0639
H 0.375 2.224 -5.622 0.1185
H 0.074 1.935 -7.322 0.1267
H -2.204 2.808 -7.142 0.1029
H -1.943 1.633 -5.876 0.1128
H -3.085 3.690 -5.041 0.1241
H -1.593 3.329 -4.202 0.1205
H -1.892 6.642 -6.953 0.0943
H -3.334 5.878 -6.295 0.0860
H -2.409 5.048 -7.504 0.0581
H -1.317 5.624 -3.363 0.0745
H -2.834 6.065 -4.113 0.0850
H -1.384 7.001 -4.473 0.0914
H 2.398 4.893 -7.156 0.0940
H 2.251 3.223 -7.705 0.0858
H 2.404 3.555 -5.997 0.0677

***

No. 3
25
Properties=species:S:1:pos:R:3:nbo_charge:R:1 method="wB97M-V/def2-TZVPD" homo_lumo_gap_ha=0.305 smiles="CN[P@H](=NN=C(N)N)OC(N)=[NH2+]" charge=+1 spin_multiplicity=1 lumo_ev=-2.76
C 2.527 1.240 -1.332 -0.4465
N 1.467 1.386 -0.359 -0.9460
P 1.347 -0.209 0.317 1.7455
N 0.549 -1.338 -0.285 -0.8123
N -0.471 -1.584 -1.062 -0.4355
C -1.302 -0.848 -1.772 0.5746
N -2.091 -1.594 -2.703 -0.8140
N -1.337 0.509 -1.872 -0.8427
O 0.611 0.405 1.952 -0.7498
C -0.495 0.096 2.602 0.8166
N -0.846 0.797 3.638 -0.7470
N -1.052 -1.095 2.328 -0.7843
H 2.569 2.041 -2.020 0.2312
H 3.476 1.188 -0.789 0.1931
H 2.327 0.232 -1.969 0.2212
H 1.702 2.167 0.293 0.4151
H 2.591 -0.694 0.929 0.0176
H -1.996 -2.541 -2.622 0.3981
H -1.973 -1.253 -3.721 0.3864
H -0.932 1.158 -1.157 0.4286
H -1.693 0.853 -2.775 0.4128
H -1.749 0.545 4.064 0.4141
H -0.302 1.389 4.176 0.4369
H -1.957 -1.316 2.816 0.4129
H -0.969 -1.534 1.323 0.4734

***

| no. | E_tot (eV) | strongest force on any atom (eV Å⁻¹) |
| --- | --- | --- |
| 1 | -18214.8288 | 3.4 |
| 2 | -115864.0351 | 4.3 |
| 3 | -25080.8446 | 5.3 |